Density functional theory data (ωB97M-V with the def2-TZVPD basis set) for a molecular structure, C41H37CrN5O2S2.

Last column: Mulliken charge in e.
Positions of all 88 atoms, in Å:
1 Cr 0.446 -2.564 0.271  0.653
2 C -1.485 -3.436 4.231  -0.397
3 O -1.066 -4.662 3.531  -0.450
4 C -0.474 -4.249 2.436  0.222
5 N -0.454 -2.999 2.161  0.385
6 C -1.326 -2.336 3.160  -0.317
7 C -0.831 -1.014 3.686  -0.085
8 C -1.682 -0.280 4.510  -0.512
9 C -1.297 0.965 4.985  -0.755
10 C -0.058 1.491 4.634  -0.580
11 C 0.794 0.760 3.819  -0.773
12 C 0.409 -0.491 3.349  -0.021
13 C 0.094 -5.217 1.470  -0.379
14 C 0.105 -6.592 1.575  -0.428
15 C 0.637 -7.323 0.518  -0.511
16 C 1.140 -6.660 -0.596  -0.485
17 C 1.090 -5.282 -0.604  -0.333
18 N 0.574 -4.581 0.404  0.021
19 C 1.593 -4.371 -1.658  0.168
20 N 1.462 -3.107 -1.499  0.519
21 C 2.185 -2.444 -2.607  -0.607
22 C 2.654 -3.648 -3.470  -0.336
23 O 2.220 -4.830 -2.708  -0.459
24 C 1.371 -1.416 -3.356  0.039
25 C 2.030 -0.622 -4.293  -0.417
26 C 1.341 0.355 -4.996  -0.833
27 C -0.015 0.557 -4.760  -0.537
28 C -0.675 -0.231 -3.827  -0.805
29 C 0.016 -1.218 -3.131  0.009
30 H -0.825 -3.293 5.082  0.368
31 H -2.505 -3.583 4.569  0.361
32 H -2.278 -2.157 2.658  0.615
33 H -2.660 -0.674 4.774  0.449
34 H -1.962 1.523 5.633  0.443
35 H 0.246 2.460 5.008  0.468
36 H 1.768 1.155 3.556  0.450
37 H 1.087 -1.058 2.729  0.664
38 H -0.298 -7.069 2.458  0.589
39 H 0.658 -8.404 0.562  0.497
40 H 1.564 -7.189 -1.439  0.595
41 H 3.042 -1.933 -2.171  0.635
42 H 3.731 -3.716 -3.574  0.323
43 H 2.182 -3.682 -4.446  0.370
44 H 3.095 -0.758 -4.469  0.459
45 H 1.862 0.958 -5.731  0.440
46 H -0.556 1.314 -5.314  0.474
47 H -1.734 -0.088 -3.646  0.443
48 H -0.514 -1.831 -2.416  0.617
49 S -1.510 -0.913 0.091  -0.332
50 C -0.802 0.604 0.161  0.404
51 N -1.433 1.682 0.554  0.461
52 C -0.817 3.000 0.358  -0.787
53 C -0.048 2.990 -0.931  -0.782
54 N 0.940 1.907 -0.888  0.528
55 C 2.187 2.139 -1.648  -1.301
56 C 3.028 3.213 -1.011  0.327
57 C 3.684 2.965 0.194  -0.222
58 C 4.471 3.947 0.773  -0.760
59 C 4.612 5.183 0.150  -0.442
60 C 3.962 5.435 -1.048  -0.734
61 C 3.170 4.450 -1.628  -0.118
62 C 0.642 0.782 -0.291  0.345
63 S 1.773 -0.410 0.052  -0.369
64 C -2.712 1.668 1.294  -1.284
65 C -3.834 2.260 0.481  0.375
66 C -4.339 1.576 -0.624  -0.185
67 C -5.376 2.121 -1.365  -0.761
68 C -5.918 3.351 -1.005  -0.441
69 C -5.418 4.034 0.093  -0.728
70 C -4.377 3.489 0.834  -0.150
71 H -0.177 3.244 1.209  0.291
72 H -1.618 3.734 0.298  0.570
73 H 0.494 3.928 -1.041  0.570
74 H -0.707 2.860 -1.793  0.286
75 H 1.886 2.431 -2.656  0.446
76 H 2.719 1.196 -1.709  0.504
77 H 3.579 1.996 0.674  0.399
78 H 4.984 3.749 1.706  0.428
79 H 5.236 5.946 0.597  0.409
80 H 4.074 6.394 -1.537  0.409
81 H 2.669 4.647 -2.571  0.425
82 H -2.549 2.255 2.200  0.472
83 H -2.917 0.641 1.582  0.429
84 H -3.922 0.612 -0.898  0.402
85 H -5.771 1.584 -2.218  0.427
86 H -6.734 3.771 -1.578  0.407
87 H -5.841 4.989 0.378  0.408
88 H -3.995 4.023 1.699  0.415

Its spin multiplicity is 5. Its gap between HOMO and LUMO (spin up / spin down) is 7.09 / 7.25 eV. Its total energy is -3849.32239 a.u. The total charge is +2. Its energy above the lowest of the compared OMol25 structures with the same formula, charge and spin is 0.00 kJ/mol.



Density functional theory data (ωB97M-V with the def2-TZVPD basis set) for a molecular structure, C41H37CuF5P2S.

Last column: Mulliken charge in e.
Positions of all 87 atoms, in Å:
1 Cu 4.261 0.677 -1.319  -1.097
2 C 6.552 1.736 -1.750  0.053
3 C 5.403 2.182 -2.282  -0.924
4 C 4.946 1.995 -3.662  -0.623
5 C 4.775 0.565 -4.129  -1.532
6 C 4.252 -0.321 -3.023  1.598
7 C 4.962 -1.027 -2.050  0.227
8 C 6.452 -0.872 -1.815  -0.596
9 C 7.192 0.435 -2.074  -0.892
10 C -0.980 -0.588 -1.311  -0.934
11 H 7.148 2.339 -1.044  0.313
12 H 4.843 2.950 -1.760  0.761
13 H 5.612 2.495 -4.335  0.539
14 H 3.957 2.457 -3.751  0.034
15 H 3.981 0.627 -4.900  0.512
16 H 5.664 0.193 -4.671  0.294
17 H 3.235 -0.603 -3.268  -0.011
18 H 4.402 -1.929 -1.676  -0.080
19 H 6.966 -1.626 -2.383  0.530
20 H 6.602 -1.035 -0.743  0.447
21 H 8.065 0.403 -1.401  0.449
22 H 7.625 0.476 -3.077  0.308
23 H -0.438 -0.618 -0.320  -0.327
24 H -1.669 -1.470 -1.343  0.562
25 H -1.573 0.375 -1.373  0.347
26 P 1.734 1.614 -1.094  0.856
27 P 0.099 -0.880 -2.724  1.818
28 C 1.405 1.713 -2.800  -0.578
29 C 0.901 0.577 -3.415  -1.418
30 C 1.571 3.326 -0.690  0.769
31 C 1.851 4.344 -1.621  -0.403
32 C 1.214 5.567 -1.450  -0.873
33 C 0.530 5.894 -0.270  -0.595
34 C 0.507 4.945 0.755  -0.602
35 C 0.961 3.645 0.535  -0.726
36 C 4.138 1.753 0.500  0.714
37 C 4.926 0.699 0.870  0.067
38 C 5.672 0.566 2.031  -0.931
39 C 5.728 1.804 2.726  -0.660
40 C 5.000 2.922 2.293  -0.933
41 C 4.022 2.868 1.255  0.196
42 C -1.044 -1.423 -4.050  -0.040
43 C -1.881 -0.450 -4.648  -0.413
44 C -2.744 -0.822 -5.696  -0.609
45 C -2.770 -2.139 -6.176  -0.518
46 C -1.910 -3.072 -5.592  -0.708
47 C -1.060 -2.727 -4.557  -0.276
48 C 1.148 -2.286 -2.370  0.699
49 C 1.063 -2.975 -1.154  -0.552
50 C 1.862 -4.087 -0.882  -0.581
51 C 2.790 -4.532 -1.832  -0.580
52 C 2.751 -3.980 -3.111  -0.761
53 C 1.950 -2.872 -3.380  -0.344
54 H 1.687 2.652 -3.299  0.525
55 H 0.819 0.613 -4.503  0.697
56 H 2.515 4.168 -2.485  0.309
57 H 1.263 6.294 -2.257  0.395
58 H 0.049 6.880 -0.191  0.374
59 H 0.124 5.250 1.729  0.424
60 H 0.904 2.908 1.315  0.853
61 H 5.061 -0.180 0.222  0.137
62 H 6.155 -0.403 2.212  0.441
63 H 6.378 1.820 3.594  0.391
64 H 5.026 3.870 2.816  0.422
65 H 3.183 3.583 1.187  0.226
66 H -1.881 0.593 -4.264  0.344
67 H -3.383 -0.032 -6.116  0.368
68 H -3.414 -2.371 -7.031  0.370
69 H -1.938 -4.076 -5.982  0.418
70 H -0.426 -3.489 -4.117  0.393
71 H 0.376 -2.625 -0.388  0.228
72 H 1.753 -4.569 0.108  0.402
73 H 3.507 -5.314 -1.537  0.402
74 H 3.363 -4.412 -3.896  0.401
75 H 1.977 -2.479 -4.402  0.342
76 F -3.847 -0.557 4.089  -0.318
77 C -2.649 -0.601 3.505  0.425
78 C -1.692 -1.473 4.010  0.277
79 F -1.975 -2.193 5.087  -0.313
80 C -0.457 -1.640 3.425  0.071
81 F 0.474 -2.608 3.735  -0.288
82 C -0.084 -0.772 2.393  0.655
83 S 1.510 -0.542 1.881  -0.221
84 C -1.048 0.143 1.905  -0.533
85 F -0.749 0.951 0.814  -0.240
86 C -2.278 0.251 2.487  -0.026
87 F -3.143 1.155 1.998  -0.329

Its spin multiplicity is 2. Its gap between HOMO and LUMO (spin up / spin down) is 5.85 / 4.92 eV. Its total energy is -4804.91193 a.u. The total charge is 0. Its energy above the lowest of the compared OMol25 structures with the same formula, charge and spin is 508.15 kJ/mol.



> Among the records above, which one has the highest spin multiplicity?

C41H37CrN5O2S2



> total charge of number 2 (C41H37CuF5P2S)?

0